Computed, not measured: one molecule with the formula C4H6ClN3 at a distorted geometry, with ωB97M-V/def2-TZVPD.

Positions of all 14 atoms, in Å:
C (2.2401, 0.5817, 0.0002)
C (0.8291, 0.0532, -0.0835)
N (0.5449, -1.2602, -0.0626)
N (-0.7860, -1.5515, -0.0308)
C (-1.4003, -0.3740, -0.0365)
N (-2.7702, -0.2345, -0.0771)
C (-0.4396, 0.6712, 0.0309)
Cl (-0.7613, 2.3459, -0.0460)
H (2.8183, 0.2710, -0.9300)
H (2.1972, 1.6852, -0.0336)
H (2.7494, 0.2099, 0.8819)
H (1.1919, -1.9958, 0.0969)
H (-3.0900, 0.6416, 0.2886)
H (-3.3235, -1.0436, 0.0017)

Atomic forces in eV per Å
-0.3 0.2 -1.9
-1.1 0.5 1.2
-0.6 0.4 -0.3
-0.1 0.2 -0.1
0.7 -0.4 0.5
1.3 1.0 -0.4
1.3 -0.8 -1.0
-0.1 0.4 0.1
-0.6 0.3 1.2
0.1 -0.5 0.3
0.1 0.1 0.1
0.3 -0.5 -0.1
-0.4 -0.1 0.1
-0.6 -0.7 0.3

Output
energy = -780.47530 hartree
structure (SMILES) = Cc1[nH]nc(N)c1Cl
E_LUMO = 0.0324 Ha
relative energy (zero: lowest compared OMol25 entry of this formula, charge and spin) = 25.1 kcal per mole
net charge = 0